{"formula": "C11H31N7O15", "method": "wB97M-V/def2-TZVPD", "total_charge": 1, "homo_ev": [-12.60, -12.60], "spin_multiplicity": 2, "gap_ev": [9.62, 3.21], "elements": ["C", "N", "O", "O", "H", "H", "H", "C", "N", "O", "O", "H", "H", "H", "C", "N", "O", "O", "H", "H", "H", "C", "N", "O", "O", "H", "H", "H", "C", "N", "O", "O", "H", "H", "H", "C", "N", "O", "O", "H", "H", "H", "C", "N", "O", "O", "H", "H", "H", "C", "C", "O", "C", "C", "H", "H", "H", "H", "H", "H", "H", "H", "H", "H"], "coordinates": [[-1.1724, -3.2289, 2.2826], [-1.3127, -3.8115, 0.9634], [-2.3250, -4.5055, 0.8253], [-0.4314, -3.6269, 0.1180], [-0.7912, -3.9464, 3.0093], [-2.1673, -2.8299, 2.4799], [-0.4702, -2.4266, 2.0560], [0.7333, 0.6958, -5.6703], [2.0424, 1.3312, -5.4012], [2.3733, 2.3534, -6.0033], [2.6584, 0.8928, -4.4398], [0.2884, 1.1878, -6.5352], [0.3105, 0.8687, -4.6806], [0.7469, -0.3669, -5.9121], [-3.4053, 1.6302, -1.3362], [-4.0671, 0.4570, -1.9576], [-5.2572, 0.2722, -1.7033], [-3.4144, -0.3276, -2.6248], [-2.3250, 1.5045, -1.4090], [-3.7192, 1.7141, -0.2957], [-3.7159, 2.4851, -1.9368], [5.4683, -0.3922, 1.6709], [4.7121, -1.1057, 0.6141], [5.3231, -1.8339, -0.0676], [3.5349, -0.8794, 0.4678], [4.8601, -0.4066, 2.5754], [5.6882, 0.5858, 1.2429], [6.3478, -1.0243, 1.7942], [3.2567, -1.9663, -2.9211], [2.2970, -2.1582, -3.9998], [2.7132, -2.1748, -5.1863], [1.1505, -2.0846, -3.6639], [3.5457, -2.8609, -2.3695], [2.8351, -1.2096, -2.2595], [4.1674, -1.5777, -3.3767], [0.4528, -0.4798, -1.1897], [-0.1894, 0.1238, 0.0458], [0.5622, 0.7273, 0.7842], [-1.4065, -0.0179, 0.2589], [-0.1583, -1.2787, -1.6096], [1.4102, -0.8223, -0.7971], [0.5019, 0.3523, -1.8920], [2.4805, 4.6469, -3.7646], [1.2909, 4.2162, -2.9933], [0.7068, 5.1603, -2.5925], [1.0876, 3.0521, -2.8415], [2.3186, 5.3647, -4.5688], [2.9498, 3.8002, -4.2656], [3.0772, 5.0530, -2.9478], [-2.9294, 0.0148, 3.1100], [-3.5588, -0.5783, 4.3663], [-2.6689, -0.1593, 5.3996], [-3.3469, -0.1483, 6.6447], [-2.3166, 0.3471, 7.7347], [-2.7139, 1.0737, 3.2525], [-2.0400, -0.5712, 2.8780], [-3.7379, 0.0055, 2.3790], [-4.5812, -0.2029, 4.4087], [-3.5133, -1.6673, 4.3572], [-4.1572, 0.5789, 6.5931], [-3.7066, -1.1370, 6.9298], [-1.7850, 1.2256, 7.3688], [-1.6336, -0.4734, 7.9547], [-2.8741, 0.5594, 8.6470]], "forces_ev_per_a": [[0.514, 1.540, -0.295], [-0.501, -2.141, -1.699], [1.250, 0.785, -0.378], [-1.312, -0.132, 1.183], [-0.204, 0.019, -0.229], [0.209, -0.189, 0.487], [0.108, 0.134, 0.857], [-0.234, 0.240, -0.371], [1.194, 0.728, 0.322], [-0.529, -1.250, 0.199], [-0.076, -0.045, -0.591], [-0.180, 0.340, 0.543], [-0.923, -0.152, -0.467], [0.759, 0.006, 0.444], [0.406, 0.301, -0.427], [-0.923, -1.767, 0.348], [0.866, 0.715, -0.060], [0.163, 0.889, 0.164], [-0.319, -0.060, -0.041], [-0.125, -0.027, -0.313], [-0.061, 0.064, 0.256], [0.064, -0.675, 0.157], [-1.123, 1.479, 1.143], [2.001, -2.319, -2.093], [-1.173, 0.529, 0.347], [0.070, 0.464, -0.205], [0.002, -0.014, 0.445], [0.114, 0.526, 0.140], [1.746, 0.603, 0.382], [1.416, 0.856, -2.427], [-0.992, -0.433, 2.456], [-1.459, -0.447, -0.261], [-0.585, -0.168, -0.219], [0.125, -0.325, -0.084], [-0.120, -0.011, 0.030], [-0.620, 0.118, 0.607], [-0.652, -0.252, 0.230], [-0.536, -0.181, -0.169], [1.388, 0.010, -0.278], [-0.015, 0.156, 0.343], [-0.039, 0.126, -0.481], [0.395, -0.074, 0.007], [1.531, -0.919, -0.421], [2.205, 1.003, -2.655], [-2.596, 1.247, 1.832], [-0.940, -1.643, 0.654], [-0.731, 0.240, 0.621], [0.035, -0.139, 0.528], [0.440, 0.154, -0.528], [-0.402, -0.389, 0.109], [1.105, 1.365, -1.902], [-2.070, -1.111, 0.675], [2.628, 1.827, 2.586], [-1.057, -0.882, -0.876], [0.256, -0.118, 0.146], [-0.171, 0.483, -0.613], [0.431, -0.404, -0.544], [-0.080, -0.225, 1.173], [-0.035, -0.364, 0.103], [-0.461, -0.112, -0.366], [-0.357, -0.298, -0.600], [-0.061, -0.057, 0.184], [0.159, 0.192, -0.039], [0.084, 0.182, -0.068]]}